The following is a quantum chemistry calculation of C38H102CuN4O12 as an isolated structure, from OMol25.

Structure (XYZ):
```
157
C38H102CuN4O12, DFT ωB97M-V/def2-TZVPD
H 0.206 -1.373 5.259
H 1.404 -4.613 4.148
O 3.497 2.983 1.861
H -1.002 -2.345 6.128
H 0.356 3.412 -1.408
H -0.776 0.973 -5.980
H 4.511 -1.087 1.427
H -0.778 -2.177 -3.724
H -6.020 1.779 2.266
H -6.243 4.583 -1.825
N -6.472 1.362 3.112
H -1.379 -1.548 4.590
H 1.084 -2.175 -0.055
H -4.017 -4.533 -0.202
C -5.596 0.174 3.440
H -6.888 -1.126 2.216
H -0.776 2.405 0.497
H 2.653 0.236 -6.466
N -0.676 -0.388 0.575
H -2.506 -1.852 2.007
H -3.868 4.651 -0.441
H 4.393 -5.638 2.734
C 4.782 4.805 2.135
H -2.473 1.139 6.014
C -0.920 3.764 -3.072
H 4.203 -1.850 -3.570
H 5.250 -0.148 -4.828
C -4.803 3.001 -1.418
C 2.504 -0.563 2.929
C -1.155 -1.526 -4.463
H -1.859 3.539 -2.565
H -5.276 0.965 -2.077
C 3.791 -0.359 1.015
H -4.149 -4.132 1.568
H 1.092 -3.930 -2.620
H 4.467 3.246 -0.346
C -2.982 1.907 5.401
C -5.810 -0.882 2.355
H -6.576 3.054 -2.661
O 0.010 -2.843 2.965
O 3.496 0.584 -4.063
C -0.257 0.062 -6.298
H 0.675 0.305 -6.833
C -4.122 0.579 3.645
H 4.578 -2.435 -5.154
H 2.458 -7.329 1.277
C 3.044 -6.638 0.633
H -5.939 -0.211 4.405
H -3.367 4.386 1.955
O 0.742 -0.068 -4.153
C 3.406 -5.204 2.701
C -0.142 -3.261 4.307
O -3.503 -2.608 0.309
H -2.774 0.111 0.525
H 3.315 -4.188 3.092
C 3.782 -0.461 -0.485
H 1.175 -4.867 0.358
C 3.852 4.177 -0.191
C -6.213 3.523 -1.747
O 1.480 -4.968 1.286
H 5.847 -1.254 -0.424
O -4.160 1.485 4.777
H 3.332 -4.471 0.720
H -3.292 2.698 6.048
H 4.099 0.647 1.234
C -0.230 2.578 2.599
H 2.874 -5.916 3.324
H 4.035 -7.023 0.759
C -4.167 3.662 -0.169
H -6.860 3.309 -0.892
C -3.572 -3.986 0.644
H -3.545 -0.307 3.914
H -1.754 -2.155 -5.180
H 0.510 3.019 3.243
H 0.890 -0.515 -3.303
C 0.094 2.696 1.066
C 4.189 -0.243 -4.964
H -1.433 -1.480 -1.588
H -0.943 -4.024 4.372
O -5.067 3.670 0.916
H -0.169 -2.755 -1.078
H -1.921 0.188 -1.723
H -0.334 1.564 2.905
C 2.888 -5.284 1.269
H -2.258 2.331 4.726
C 1.705 -3.217 -1.955
H 4.071 1.274 -6.526
C 3.633 4.281 1.334
C -2.208 -0.777 -1.300
H 2.300 2.431 -2.473
H 1.160 -4.165 5.873
H -1.200 3.126 2.859
H 1.458 2.473 -4.060
C -2.100 -0.663 0.224
H 2.730 -6.557 -0.392
H 5.783 0.432 -0.865
C 5.261 -0.537 -1.004
H 1.569 -0.865 3.333
Cu 0.939 0.418 -0.396
H 4.173 -0.399 -7.206
H -1.589 -2.754 0.784
H 3.296 -1.430 -0.798
H 2.261 -2.612 -2.674
O 2.525 -0.600 1.494
H -3.198 -1.064 -1.566
H 0.314 -3.561 2.406
H 2.677 0.462 3.298
C 0.846 -2.256 -1.164
H 0.245 3.755 0.768
O -0.213 1.633 -2.115
H -4.896 5.277 2.277
C -0.598 -2.083 5.144
H 5.573 4.097 2.022
H -4.600 3.714 3.008
H 3.188 0.549 -2.052
C 3.987 -1.767 -4.618
H 0.703 -1.764 -5.453
C 0.204 2.970 -2.402
H 1.833 -3.011 4.731
C 0.060 -0.868 -5.142
H -1.144 3.464 -4.119
H -2.608 -4.465 0.657
H -1.762 -0.763 -4.015
C -4.465 4.301 2.091
H 3.355 1.505 -0.696
H 3.336 -1.219 3.372
C -2.416 -2.003 0.938
H -5.316 -1.801 2.598
H 4.564 4.838 3.188
H 5.126 5.796 1.861
H -6.281 2.012 3.907
N 3.044 0.606 -1.049
H -0.316 -1.162 1.144
C 1.170 -3.839 4.832
H -0.194 1.058 -2.894
H -5.519 -0.499 1.361
H 1.867 4.015 -3.145
H 2.877 4.162 -0.716
H 2.577 0.364 -4.266
H -0.648 0.362 1.287
H 4.393 5.029 -0.537
N -4.776 1.502 -1.300
H -0.614 4.831 -3.015
H -5.333 1.206 -0.474
H 2.703 4.859 1.586
C 3.794 0.203 -6.363
H -0.889 -0.438 -7.033
H 2.393 -3.727 -1.316
H -3.256 3.143 0.024
H 5.291 -0.746 -2.076
H 2.669 2.616 1.479
H 2.961 -2.114 -4.769
C 1.536 2.975 -3.078
O 0.772 -0.983 -1.689
H -4.171 3.197 -2.277
O 1.252 1.947 0.767
H -3.800 1.008 2.659
```

The HOMO energy (alpha / beta) is -8.19 / -8.50 eV. As for the spin multiplicity: 2. Its energy is -4271.2789 hartree. For the largest force on an atom, the calculation gives 2.91 eV Å⁻¹. As for the expectation value of S²: 0.75. As for the total charge: 0.